# 1
Formula: C10H12ClNPTm
Source: OMol25
Level of theory: ωB97M-V/def2-TZVPD

Structure (XYZ):
```
26
C10H12ClNPTm, DFT ωB97M-V/def2-TZVPD
C 0.254 2.034 0.158
C 1.186 2.722 -0.527
C 1.928 2.306 -1.662
C 1.750 1.041 -2.275
C 0.905 0.088 -1.838
Tm 0.052 -0.126 0.012
P -1.805 0.032 1.720
H -0.214 2.428 1.046
H 1.355 3.744 -0.187
H 2.609 3.019 -2.126
H 0.650 -0.810 -2.370
H 2.272 0.853 -3.213
H -3.020 -0.452 1.216
H -2.161 1.307 2.131
H -1.750 -0.638 2.924
Cl 1.360 -5.406 -2.129
C 0.355 -4.501 -1.080
C -0.575 -5.144 -0.272
C -1.360 -4.391 0.587
C -1.206 -3.018 0.624
N -0.315 -2.389 -0.161
C 0.480 -3.110 -1.008
H -0.682 -6.220 -0.300
H -2.088 -4.873 1.240
H -1.843 -2.473 1.334
H 1.237 -2.616 -1.618
```

Results
Multiplicity ... 3
<S²> ... 2.01
E ... -2329.4545 hartree
Strongest force on any atom ... 0.0641 hartree/bohr
E_HOMO (spin up / spin down) ... -4.9 / -4.9 eV
M ... 381.57 g mol⁻¹
Total charge ... 0


# 2
Formula: C2HO4
Source: OMol25
Level of theory: ωB97M-V/def2-TZVPD

Structure (XYZ):
```
7
C2HO4, DFT ωB97M-V/def2-TZVPD
C 2.057 -0.311 0.138
C 0.155 -0.584 0.146
O 2.340 0.463 1.011
O 2.566 -0.922 -0.762
O -0.502 -1.767 -0.150
O -0.434 -1.301 1.186
H -0.414 0.325 -0.113
```

Results
Relative energy (zero: lowest compared OMol25 entry of this formula, charge and spin) ... 112.4 kcal per mole
E ... -377.6910 hartree
Strongest force on any atom ... 0.0697 hartree/bohr
E_HOMO ... -3.7 eV
M ... 89.03 g mol⁻¹
Total charge ... -1


# 3
Formula: C21H36N2O5
Source: OMol25
Level of theory: ωB97M-V/def2-TZVPD

Structure (XYZ):
```
64
C21H36N2O5, DFT ωB97M-V/def2-TZVPD
C 1.159 4.102 1.995
C 1.851 2.798 2.369
O 3.180 3.131 2.687
C 3.949 2.183 3.441
C 4.064 0.852 2.702
C 3.350 1.983 4.833
C 5.316 2.846 3.550
C 1.762 1.859 1.153
O 2.339 2.125 0.110
N 0.954 0.785 1.283
C 0.121 0.343 2.410
C -0.716 -0.688 1.636
C 0.422 -1.451 0.903
C 0.562 -0.100 0.176
C -0.981 -0.004 0.256
C -1.668 1.355 0.072
N -2.081 2.007 1.302
C -3.037 1.470 2.083
O -3.741 0.533 1.746
C -3.185 2.100 3.460
O -2.094 2.952 3.746
C -2.036 3.327 5.113
C -0.879 4.279 5.336
C -1.095 5.628 4.648
C 0.021 6.597 5.011
O 0.128 6.766 6.415
C 0.434 5.543 7.059
C -0.657 4.506 6.832
H 0.107 3.938 1.752
H 1.222 4.804 2.824
H 1.655 4.526 1.122
H 1.350 2.349 3.230
H 4.377 1.021 1.672
H 4.800 0.218 3.198
H 3.115 0.311 2.691
H 3.202 2.947 5.323
H 2.397 1.452 4.801
H 4.031 1.388 5.443
H 5.227 3.810 4.051
H 6.003 2.216 4.115
H 5.726 3.011 2.554
H 0.719 -0.142 3.188
H -0.456 1.148 2.859
H -1.506 -1.190 2.186
H 1.270 -1.788 1.499
H 0.056 -2.242 0.252
H 1.141 0.070 -0.724
H -1.431 -0.742 -0.408
H -0.993 2.037 -0.447
H -2.554 1.221 -0.549
H -1.511 2.729 1.710
H -4.136 2.643 3.500
H -3.241 1.276 4.180
H -2.980 3.806 5.409
H -1.914 2.426 5.729
H 0.024 3.813 4.918
H -1.145 5.506 3.564
H -2.049 6.050 4.979
H 0.981 6.232 4.618
H -0.161 7.586 4.593
H 1.395 5.160 6.683
H 0.550 5.771 8.118
H -1.584 4.865 7.290
H -0.382 3.572 7.329
```

Results
Relative energy (zero: lowest compared OMol25 entry of this formula, charge and spin) ... 7.3 kcal per mole
E ... -1307.4876 hartree
Strongest force on any atom ... 0.0044 hartree/bohr
E_HOMO ... -9.1 eV
M ... 396.53 g mol⁻¹
Total charge ... 0


# 4
Formula: C5H13NO2
Source: OMol25
Level of theory: ωB97M-V/def2-TZVPD

Structure (XYZ):
```
21
C5H13NO2, DFT ωB97M-V/def2-TZVPD
C -0.005 -0.859 1.950
N 0.348 -0.378 0.819
C 1.536 -0.830 0.117
C 1.892 -2.158 0.158
C 2.208 0.203 -0.782
C 1.086 0.704 -1.739
H -0.878 -0.358 2.368
H 0.478 -1.524 2.682
H 2.742 -2.634 -0.393
H 1.370 -2.940 0.700
H 2.399 1.107 -0.061
H 3.193 -0.026 -1.106
H 0.219 0.053 -1.749
H 0.770 1.761 -1.673
H 1.624 0.745 -2.673
O -3.782 0.257 -0.416
H -3.888 -0.537 -0.193
H -2.940 0.425 -0.235
O -1.813 2.299 0.129
H -1.241 1.695 -0.363
H -1.832 2.066 1.050
```

Results
Relative energy (zero: lowest compared OMol25 entry of this formula, charge and spin) ... 94.1 kcal per mole
E ... -403.4267 hartree
Strongest force on any atom ... 0.2103 hartree/bohr
E_HOMO ... -9.3 eV
M ... 119.16 g mol⁻¹
Total charge ... 0


# 5
Formula: C11H18
Source: OMol25
Level of theory: ωB97M-V/def2-TZVPD

Structure (XYZ):
```
29
C11H18, DFT ωB97M-V/def2-TZVPD
C -2.330 1.022 -1.240
C -1.914 0.881 0.196
C -1.962 -0.395 0.662
C -1.460 -0.703 1.901
C -1.068 0.316 2.755
C -1.050 1.668 2.340
C -1.377 1.874 1.031
H -1.391 0.893 -1.940
H -2.645 2.105 -1.384
H -3.066 0.243 -1.398
H -2.396 -1.266 0.107
H -1.413 -1.795 2.186
H -0.822 0.205 3.831
H -0.541 2.333 2.936
H -1.594 2.961 0.806
C 1.583 0.743 -1.131
C 2.104 -0.774 -1.072
C 2.305 -1.107 0.454
C 1.170 -1.773 -1.826
H 2.348 1.295 -0.636
H 0.482 0.774 -0.890
H 1.570 0.955 -2.211
H 2.972 -0.702 -1.684
H 1.403 -1.174 0.854
H 2.904 -2.051 0.340
H 2.908 -0.555 1.041
H 1.707 -1.921 -2.734
H 1.418 -2.622 -1.268
H 0.155 -1.429 -2.024
```

Results
Relative energy (zero: lowest compared OMol25 entry of this formula, charge and spin) ... 61.0 kcal per mole
E ... -429.8433 hartree
Strongest force on any atom ... 0.1416 hartree/bohr
E_HOMO ... -9.0 eV
M ... 150.27 g mol⁻¹
Total charge ... 0


What did the second record say?
Formula: C2HO4
Source: OMol25
Level of theory: ωB97M-V/def2-TZVPD

Structure (XYZ):
```
7
C2HO4, DFT ωB97M-V/def2-TZVPD
C 2.057 -0.311 0.138
C 0.155 -0.584 0.146
O 2.340 0.463 1.011
O 2.566 -0.922 -0.762
O -0.502 -1.767 -0.150
O -0.434 -1.301 1.186
H -0.414 0.325 -0.113
```

Results
Relative energy (zero: lowest compared OMol25 entry of this formula, charge and spin) ... 112.4 kcal per mole
E ... -377.6910 hartree
Strongest force on any atom ... 0.0697 hartree/bohr
E_HOMO ... -3.7 eV
M ... 89.03 g mol⁻¹
Total charge ... -1